Entry from OMol25: a structure of composition C20H26IN9OS2Sn in a non-equilibrium geometry (the ωB97M-V functional and the def2-TZVPD basis).

Structure (XYZ):
```
60
Properties=species:S:1:pos:R:3
N -2.5117 -0.3847 0.1077
C 0.8879 2.5355 5.4951
C -1.6247 -1.9879 4.4278
N -0.5072 1.6467 1.2404
H 0.3181 -2.9076 4.5896
C -0.3824 -2.3754 3.9595
N 3.6367 -0.9421 -2.6577
C -1.0953 2.7063 -0.7255
C -3.0445 -0.6095 1.2363
C -1.7027 3.7493 -1.4020
C -4.5142 -0.5425 1.4968
H 1.5563 -3.0425 -2.8144
C -1.5999 3.8155 -2.7842
H -0.5480 1.0100 4.9905
H -5.0410 -0.2849 0.5846
O 1.7404 -0.4482 -1.5759
C -1.4362 3.8756 1.5673
H -0.9642 4.7816 1.1836
H 2.1158 0.0892 4.1885
H -4.7302 0.2148 2.2549
H -4.2950 0.1301 -3.2042
H 0.3326 2.8833 6.3677
H 3.8456 0.0409 -2.7486
H 1.9533 2.6296 5.7117
C -2.6910 -0.4874 -2.1143
H -4.8824 -1.5006 1.8660
H 0.7578 0.4538 6.0486
C 2.2340 -2.7855 -2.0034
H -1.1399 3.7299 2.6010
C 0.8693 0.7755 2.7689
N -3.2118 -0.0972 -0.9937
H -3.0488 -0.6554 -4.1141
N -0.1905 1.4932 2.5289
H 0.9279 -2.3313 2.2542
N -3.3606 -0.2437 -3.2520
H -0.7227 2.8875 -4.5180
C 2.5138 -1.2990 -2.0416
C -0.2798 1.8405 -2.7023
C 0.5171 1.0874 5.1964
I 1.2458 -3.3556 -0.2064
H -3.4902 -1.0663 3.8934
N -0.8690 -1.4285 1.8255
C -0.0418 -2.0607 2.6532
H 0.3230 1.0781 -3.1739
H 3.1375 -3.3803 -2.0762
H -2.0732 4.6227 -3.3271
H 4.2817 -1.5997 -3.0616
H -1.9229 -2.1964 5.4477
C -0.8577 2.8557 -3.4457
C -1.0383 2.6890 0.7525
H -2.5191 4.0222 1.5337
N 1.2305 0.5407 4.0377
C -2.1017 -1.1092 2.2578
C -2.5026 -1.3534 3.5597
S 1.8383 0.0698 1.4939
H -2.2378 4.5136 -0.8556
N -0.4143 1.7423 -1.3793
S -1.1465 -1.2877 -2.2422
Sn -0.1639 -0.2622 -0.0894
H 0.6447 3.1790 4.6503
```

Computed properties:
Kohn-Sham gap   7.0 eV
Electronic energy   -72211.275 eV
Total charge   +2
Relative energy (zero: lowest compared OMol25 entry of this formula, charge and spin)   30.1 kcal per mole
Highest occupied orbital energy   -13.62 eV
Molar mass   718.24 g mol⁻¹

Atom charges from the natural (NBO) analysis, given in e for atoms 1 to 4:
1. N -0.31
2. C -0.62
3. C -0.11
4. N -0.30


Entry from OMol25: a structure of composition C25H41Br3GeIN4O2SSi3Tl in a non-equilibrium geometry (the ωB97M-V functional and the def2-TZVPD basis).

Structure (XYZ):
```
82
Properties=species:S:1:pos:R:3
H 6.3431 2.9369 0.4033
H 0.1112 2.6971 6.1545
C 0.0090 0.5939 6.5617
C -4.5264 2.3289 0.9595
Br -0.0368 0.8513 8.4563
H 2.3927 7.8700 -0.6906
H 5.6291 0.1938 -2.4610
C 5.4687 -1.7566 1.8782
C -1.8804 -3.1535 0.2872
H -0.1156 -1.5358 6.7231
C 3.6399 -0.0658 3.6518
C -0.0476 -0.6919 6.0545
H 3.3830 3.0377 2.4277
C 2.5961 -2.6879 2.4182
H 3.5633 6.6225 -0.2443
H 4.5228 0.5635 3.7199
H 2.1374 3.4261 1.2732
H -1.4684 3.1046 0.2510
N -2.4344 2.6483 0.4510
H 5.8144 -2.2443 2.7840
H 6.2884 1.2310 0.0061
N -0.2770 4.0237 0.0635
S 0.2620 2.6515 -2.0975
H 2.8413 -1.1564 -4.2428
H 2.7698 0.5833 3.6467
H 5.5598 -2.4687 1.0654
Ge 2.7731 0.0634 0.1578
C 5.4444 -0.8522 -2.2428
C 0.1244 1.5085 4.3645
C 1.6017 5.8735 -0.5206
Si 3.5921 -1.1547 -1.8134
Si 3.9433 2.1739 0.1312
H 3.5943 -0.6700 4.5542
H 3.7367 -3.3806 -0.6367
H 4.0316 -3.5950 -2.3490
N 1.3995 4.8872 -1.3590
H 4.3087 3.9536 -1.6220
C 0.0360 0.0378 2.3336
H -0.0879 -1.8578 4.2581
H 2.3956 -3.3768 -1.7668
H 1.5065 -0.8112 -3.1545
C -0.0338 -0.8686 4.6840
H 4.5001 2.3543 -2.3176
H 2.7950 -3.1193 3.3957
I -6.5233 2.6632 1.4854
H -3.6209 4.3657 0.7772
C -3.5640 3.2954 0.7420
H 2.8958 2.9886 -1.9905
H 5.9348 1.7589 1.6418
H 0.2066 2.3407 3.6791
Si 3.6568 -1.1320 2.0579
C 0.8627 6.0032 0.6664
H 2.6710 0.4392 -3.5212
H -4.2800 0.1201 0.8269
C 3.4241 -3.0600 -1.6255
C -3.8773 1.1095 0.7688
H -0.7531 5.0592 1.7523
H 1.0261 6.8123 1.3580
Br -3.2689 -2.1575 -0.6086
C 5.8103 2.0091 0.5926
C 0.0587 0.2246 3.8313
C 3.9136 2.9418 -1.6164
C 0.4871 3.9476 -1.0493
N -2.6102 1.3329 0.4580
H 6.1444 -0.9345 1.6697
O 0.5557 0.9295 1.6243
H 1.5456 -2.4185 2.3811
H 3.6122 4.3908 1.3313
Tl -0.5173 0.0599 -0.6577
H 5.7446 -1.4314 -3.1108
H 6.0899 -1.1377 -1.4187
C 2.6947 6.8394 -0.8679
C -0.0949 5.0355 0.8890
H 2.9796 6.7166 -1.9092
H -1.4952 -2.5447 1.1035
O -0.5011 -0.9980 1.8786
H 2.7602 -3.4621 1.6743
C 2.5626 -0.6255 -3.3364
C 3.2100 3.3842 1.4131
H -2.3017 -4.1003 0.6176
C 0.0876 1.7012 5.7342
Br -0.4247 -3.5033 -0.9226
```

Computed properties:
Kohn-Sham gap (spin up / spin down)   6.5 / 6.3 eV
2S+1   2
Electronic energy   -350557.366 eV
Total charge   -1
Relative energy (zero: lowest compared OMol25 entry of this formula, charge and spin)   15.7 kcal per mole
Highest occupied orbital energy (spin up / spin down)   -4.44 / -4.84 eV
Molar mass   1189.56 g mol⁻¹

Atom charges from the Löwdin analysis, given in e for atoms 1 to 4:
1. H 0.02
2. H 0.10
3. C -0.68
4. C -0.76